No. 1
The following is a DFT calculation (ωB97M-V with the def2-TZVPD basis set) of a structure of composition C29H54OsP2Si at a distorted geometry.

Positions of all 87 atoms, in Å:
Os 0.052 -0.036 0.187
C 0.275 -1.845 1.258
C 1.642 -1.640 0.860
C 1.025 0.235 2.050
C -0.086 -0.734 2.114
C 2.063 -0.351 1.246
C -0.395 -3.190 1.340
H -0.224 -3.808 0.445
H -1.481 -3.162 1.498
H -0.002 -3.795 2.180
C -1.067 -0.906 3.231
H -1.877 -1.656 3.054
H -1.843 0.102 3.228
H -0.662 -0.732 4.262
C 1.101 1.511 2.793
H 1.677 1.358 3.711
H 0.121 1.876 3.107
H 1.557 2.352 2.249
C 3.436 0.203 1.336
H 3.848 -0.234 2.256
H 3.461 1.290 1.487
H 4.097 -0.054 0.502
C 2.506 -2.788 0.542
H 2.643 -3.281 1.517
H 3.475 -2.483 0.142
H 2.056 -3.523 -0.132
C 0.758 -1.275 -3.559
C 1.050 -2.426 -2.881
C 2.061 -3.423 -3.422
C 3.573 -2.953 -3.298
C 3.797 -1.549 -2.733
C 3.503 -0.450 -3.456
C 2.902 -0.548 -4.855
C 1.379 -0.973 -4.912
H 1.860 -3.658 -4.493
H 3.976 -2.961 -4.331
H 1.951 -4.368 -2.851
H 1.294 -1.841 -5.602
H 0.130 -0.480 -3.129
H 0.653 -2.653 -1.878
H 0.816 -0.128 -5.351
H 3.020 0.444 -5.337
H 3.769 0.565 -3.096
H 3.471 -1.304 -5.433
H 4.133 -3.692 -2.681
H 4.272 -1.496 -1.728
P -2.347 -0.760 -0.709
C -3.425 -0.933 0.712
H -4.415 -1.083 0.279
H -3.427 -0.040 1.343
H -3.161 -1.801 1.321
C -3.249 0.362 -1.780
H -4.273 -0.032 -1.789
H -2.851 0.363 -2.801
H -3.265 1.383 -1.385
C -2.635 -2.366 -1.469
H -2.278 -2.405 -2.503
H -3.728 -2.482 -1.453
H -2.194 -3.189 -0.897
P 0.724 2.232 -1.068
C 2.431 2.734 -0.659
H 2.670 3.496 -1.409
H 3.209 1.958 -0.636
H 2.386 3.257 0.312
C 0.265 2.650 -2.776
H 1.000 2.318 -3.525
H 0.184 3.750 -2.764
H -0.736 2.261 -3.033
C -0.007 3.668 -0.300
H 0.574 4.485 -0.744
H 0.136 3.643 0.781
H -1.058 3.744 -0.583
C -3.734 3.629 2.902
Si -2.935 2.141 3.569
C -1.881 2.521 5.078
C -4.239 0.885 4.141
C -1.914 1.477 2.085
C -1.347 1.101 0.986
H -4.354 4.076 3.669
H -4.332 3.340 2.044
H -2.949 4.313 2.595
H -2.502 2.970 5.860
H -1.389 1.654 5.530
H -1.106 3.247 4.822
H -4.899 0.595 3.319
H -3.843 -0.036 4.580
H -4.873 1.337 4.911

Forces on atoms 1 to 6 (eV/Å):
Os -3.3 2.3 -5.4
C 0.6 -0.5 1.5
C 0.4 -0.6 0.4
C -1.3 -1.1 0.7
C 1.1 -1.3 3.7
C 0.0 -0.2 0.6

Results
Kohn-Sham gap (alpha / beta)	5.4 / 5.1	eV
charge	+2
⟨S²⟩	6.04
multiplicity	5
electronic energy	-2199.45215	Ha

Löwdin population analysis, charges in e, atoms 1 to 2: number 1, Os, carries 1.291; number 2, C, carries -0.363


No. 2
The following is a DFT calculation (ωB97M-V with the def2-TZVPD basis set) of a cluster of 5 separate species, C29H55N3O13S4 in total at a distorted geometry.

Positions of all 104 atoms, in Å:
C 2.275 -4.232 2.413
C 1.931 -4.863 1.266
C 0.992 -4.104 0.300
C 1.581 -2.689 0.119
C 2.711 -2.524 -0.647
C 3.403 -3.694 -1.338
C 4.616 -4.306 -0.574
N 5.127 -3.472 0.519
C 3.204 -1.174 -0.808
C 2.571 -0.108 -0.239
O 3.003 1.189 -0.438
C 4.401 1.394 -0.230
C 4.861 1.182 1.245
C 6.268 0.513 1.341
C 6.137 -0.798 2.161
C 1.395 -0.273 0.559
N 0.829 0.848 1.098
C -0.255 0.542 1.767
C -0.796 -0.766 1.938
N -0.225 -1.841 1.451
C 0.911 -1.583 0.731
H 2.180 -4.780 3.362
H 2.700 -3.225 2.450
H 2.314 -5.863 1.031
H -0.022 -4.066 0.704
H 0.936 -4.594 -0.685
H 2.657 -4.478 -1.515
H 3.760 -3.350 -2.323
H 4.388 -5.320 -0.215
H 5.439 -4.445 -1.306
H 5.725 -2.731 0.159
H 5.774 -4.065 1.038
H 4.102 -1.030 -1.414
H 4.578 2.459 -0.456
H 5.042 0.840 -0.936
H 4.928 2.189 1.690
H 4.126 0.638 1.856
H 6.653 0.263 0.339
H 6.988 1.176 1.840
H 7.072 -1.382 2.166
H 5.296 -1.361 1.738
H 5.868 -0.596 3.211
H -0.806 1.374 2.225
H -1.726 -0.871 2.506
C -4.457 6.530 3.220
C -3.815 6.884 1.892
O -2.719 6.008 1.565
S -3.062 4.523 1.098
C -1.451 4.077 0.544
O -3.939 4.590 -0.031
O -3.378 3.733 2.248
H -4.938 5.552 3.181
H -5.215 7.266 3.487
H -3.705 6.488 4.009
H -4.551 6.884 1.085
H -3.397 7.888 1.948
H -1.184 4.692 -0.312
H -1.484 3.028 0.257
H -0.747 4.216 1.361
C 1.996 7.745 -3.272
C 1.747 6.853 -2.071
O 1.667 5.463 -2.432
S 3.022 4.706 -2.816
C 2.373 3.071 -2.823
O 3.948 4.844 -1.731
O 3.391 5.060 -4.152
H 2.976 7.556 -3.709
H 1.953 8.796 -2.983
H 1.254 7.557 -4.049
H 2.510 6.999 -1.304
H 0.787 7.107 -1.624
H 2.062 2.807 -1.816
H 3.167 2.405 -3.156
H 1.538 3.027 -3.517
C -6.085 2.683 0.782
C -7.423 2.280 0.197
O -8.385 1.934 1.215
S -9.026 3.113 2.073
C -10.287 2.159 2.853
O -9.631 4.057 1.184
O -8.091 3.530 3.072
H -6.166 3.604 1.356
H -5.356 2.843 -0.006
H -5.716 1.912 1.461
H -7.825 3.064 -0.449
H -7.296 1.390 -0.419
H -10.987 1.810 2.099
H -10.791 2.808 3.566
H -9.824 1.325 3.374
C -1.585 -9.362 -0.648
C -1.326 -9.901 -2.042
O -0.902 -8.871 -2.955
S 0.582 -8.305 -2.810
C 0.618 -7.387 -4.315
O 1.505 -9.394 -2.900
O 0.627 -7.383 -1.717
H -0.667 -8.999 -0.187
H -1.998 -10.142 -0.008
H -2.282 -8.523 -0.686
H -0.595 -10.712 -2.025
H -2.250 -10.308 -2.451
H 0.553 -8.075 -5.153
H 1.562 -6.847 -4.342
H -0.212 -6.685 -4.318

Forces on atoms 1 to 6 (eV/Å):
C 0.3 -0.9 0.3
C -0.7 1.0 0.0
C 2.0 0.4 -0.7
C -0.8 -0.9 -0.3
C 0.0 1.0 0.2
C 0.0 0.4 0.1

Results
Kohn-Sham gap	7.8	eV
charge	0
electronic energy	-3872.99017	Ha
structure (SMILES)	C=CCc1c(CCN)cc(OCCCC)c2nccnc12.CCOS(C)(=O)=O.CCOS(C)(=O)=O.CCOS(C)(=O)=O.CCOS(C)(=O)=O

Löwdin population analysis, charges in e, atoms 1 to 2: number 1, C, carries -0.001; number 2, C, carries -0.149


No. 3
The following is a DFT calculation (ωB97M-V with the def2-TZVPD basis set) of a cluster of 10 separate species, C29H56Cl18IO6P in total at a distorted geometry.

Positions of all 111 atoms, in Å:
C -0.276 0.323 3.848
C -0.210 0.885 2.426
C 0.293 2.331 2.384
C -0.872 3.335 2.644
C -0.671 4.122 3.932
C -1.781 5.129 4.283
C -3.159 4.488 4.090
C -4.229 5.056 4.987
O -4.204 6.168 5.425
O -5.246 4.198 5.338
C -5.919 3.588 4.251
C -7.207 4.342 3.908
C -7.823 3.831 2.633
O -7.224 3.454 1.683
I -9.989 3.888 2.596
P -6.251 1.847 4.748
O -7.252 1.765 5.807
O -6.623 1.053 3.423
O -4.825 1.300 5.243
H -0.885 -0.583 3.881
H 0.722 0.042 4.185
H -0.721 1.032 4.549
H 0.456 0.242 1.846
H -1.196 0.797 1.964
H 0.680 2.503 1.381
H 1.083 2.478 3.120
H -1.789 2.747 2.641
H -0.909 4.023 1.796
H 0.271 4.667 3.825
H -0.522 3.464 4.793
H -1.709 6.004 3.638
H -1.663 5.432 5.321
H -3.093 3.412 4.267
H -3.474 4.612 3.052
H -5.322 3.538 3.336
H -7.911 4.337 4.734
H -6.928 5.381 3.700
H -5.843 0.687 2.978
H -4.195 1.166 4.522
Cl 2.903 -0.799 1.860
C 3.824 -0.524 0.353
C 4.135 0.935 0.156
Cl 2.660 1.883 -0.179
H 3.244 -0.924 -0.475
H 4.743 -1.100 0.434
H 4.795 1.058 -0.700
H 4.613 1.357 1.037
Cl 6.427 -1.168 -1.424
C 6.917 -1.016 -3.136
C 6.571 0.336 -3.695
Cl 4.804 0.571 -3.829
H 6.432 -1.812 -3.690
H 7.992 -1.166 -3.179
H 6.983 0.434 -4.698
H 6.967 1.140 -3.079
Cl 6.339 -2.941 -6.621
C 5.890 -4.601 -6.151
C 4.545 -4.659 -5.473
Cl 4.584 -3.857 -3.884
H 6.671 -4.981 -5.497
H 5.869 -5.198 -7.061
H 4.265 -5.697 -5.306
H 3.773 -4.181 -6.070
Cl -5.064 -3.589 2.886
C -5.047 -2.846 1.267
C -3.849 -1.957 1.065
Cl -3.937 -0.493 2.090
H -5.982 -2.295 1.143
H -5.024 -3.658 0.542
H -3.809 -1.615 0.032
H -2.918 -2.465 1.301
Cl 4.056 2.495 3.737
C 4.921 4.034 3.497
C 6.323 3.827 2.985
Cl 7.380 3.065 4.201
H 4.919 4.570 4.442
H 4.350 4.609 2.769
H 6.766 4.789 2.736
H 6.331 3.199 2.097
Cl -9.562 -5.229 -0.943
C -9.928 -3.926 0.219
C -9.515 -2.575 -0.302
Cl -7.739 -2.426 -0.414
H -9.426 -4.165 1.153
H -11.003 -3.941 0.388
H -9.858 -1.798 0.378
H -9.929 -2.382 -1.288
Cl 8.091 4.217 -5.188
C 6.541 4.586 -5.990
C 5.574 3.435 -5.901
Cl 6.105 2.037 -6.870
H 6.753 4.851 -7.022
H 6.121 5.455 -5.486
H 4.602 3.738 -6.287
H 5.449 3.099 -4.875
Cl 10.633 -2.056 -4.831
C 10.840 -3.655 -4.070
C 9.623 -4.523 -4.251
Cl 8.227 -3.893 -3.340
H 11.060 -3.497 -3.017
H 11.701 -4.126 -4.540
H 9.827 -5.526 -3.879
H 9.335 -4.591 -5.298
Cl -7.730 -10.047 -4.342
C -8.110 -8.746 -3.185
C -7.706 -7.389 -3.700
Cl -5.936 -7.204 -3.797
H -7.614 -8.976 -2.246
H -9.187 -8.767 -3.024
H -8.068 -6.619 -3.022
H -8.116 -7.201 -4.689

Forces on atoms 1 to 6 (eV/Å):
C -0.2 -0.2 -0.3
C 0.3 -0.3 0.3
C -1.1 -0.1 -0.4
C 0.8 -0.4 0.0
C -0.1 0.5 0.0
C 0.0 -0.5 -0.3

Results
Kohn-Sham gap	10.0	eV
charge	0
electronic energy	-10512.67103	Ha
structure (SMILES)	CCCCCCCC(=O)O[C@H](CC(=O)I)P(=O)(O)O.ClCCCl.ClCCCl.ClCCCl.ClCCCl.ClCCCl.ClCCCl.ClCCCl.ClCCCl.ClCCCl

Löwdin population analysis, charges in e, atoms 1 to 2: number 1, C, carries -0.101; number 2, C, carries -0.286


No. 4
The following is a DFT calculation (ωB97M-V with the def2-TZVPD basis set) of a cluster of 4 separate species, C29H56FN5O6P in total at a distorted geometry.

Positions of all 98 atoms, in Å:
C -2.222 2.742 -4.276
C -3.254 1.581 -3.736
N -2.552 0.294 -3.356
C -1.620 0.486 -2.159
N -2.231 1.287 -1.041
C -1.664 0.920 0.336
C -0.094 1.463 0.538
C 0.376 2.651 -0.544
C 1.943 3.127 -0.261
C 2.691 2.377 0.972
N 2.219 1.349 1.943
C 0.821 0.872 1.747
C -2.542 1.876 1.393
C -2.514 3.472 1.014
F -2.007 1.798 2.801
C -1.849 -0.684 0.587
C -2.981 -1.122 1.685
C -4.536 -1.053 1.183
N -4.962 -2.287 0.362
N -2.152 -1.488 -0.698
C -1.059 -1.016 -1.682
P -0.912 -2.107 -3.243
C -0.599 -3.935 -2.756
C 0.564 -1.394 -4.280
H -1.197 2.227 -4.509
H -2.624 3.346 -5.205
H -2.055 3.501 -3.378
H -3.959 1.310 -4.660
H -3.986 1.983 -2.898
H -3.302 -0.404 -3.158
H -0.670 1.053 -2.588
H -3.263 1.052 -0.952
H -0.305 3.059 -1.404
H 2.449 3.949 -0.950
H 3.828 2.714 1.126
H 0.378 0.055 2.479
H -3.669 1.570 1.461
H -1.746 4.003 1.759
H -3.556 3.959 1.233
H -2.150 3.729 -0.065
H -0.838 -1.192 0.972
H -2.920 -0.580 2.719
H -2.768 -2.274 1.921
H -4.724 -0.133 0.450
H -5.335 -0.943 2.038
H -5.808 -2.734 0.794
H -4.169 -2.972 0.315
H -3.050 -1.215 -1.151
H -2.061 -2.516 -0.507
H -0.019 -0.859 -1.117
H 0.198 -4.350 -3.533
H -1.647 -4.491 -2.898
H -0.207 -4.029 -1.650
H 0.736 -2.097 -5.212
H 0.364 -0.317 -4.695
H 1.578 -1.375 -3.685
O 1.001 1.461 -6.150
C 2.108 1.814 -5.754
O 2.875 0.973 -5.025
C 4.255 1.211 -4.687
C 4.366 2.040 -3.424
C 2.593 3.216 -5.988
H 4.797 1.650 -5.529
H 4.704 0.227 -4.511
H 3.921 3.030 -3.551
H 5.415 2.167 -3.137
H 3.832 1.556 -2.600
H 2.211 3.866 -5.197
H 2.206 3.559 -6.954
H 3.676 3.301 -6.049
O 3.679 2.516 8.216
C 2.841 2.048 7.452
O 2.685 2.558 6.210
C 1.881 1.960 5.174
C 0.438 2.404 5.288
C 1.906 0.965 7.911
H 1.990 0.872 5.171
H 2.292 2.314 4.222
H -0.010 2.081 6.231
H -0.157 1.996 4.465
H 0.369 3.496 5.264
H 1.050 1.419 8.415
H 2.442 0.324 8.618
H 1.563 0.313 7.110
O -1.028 -3.877 0.878
C 0.019 -4.269 1.386
O 0.588 -5.424 0.976
C 1.905 -5.868 1.358
C 1.860 -6.623 2.670
C 0.636 -3.527 2.536
H 2.612 -5.033 1.375
H 2.245 -6.543 0.565
H 1.515 -5.988 3.489
H 2.851 -7.009 2.926
H 1.161 -7.463 2.605
H 0.174 -3.859 3.468
H 0.444 -2.457 2.400
H 1.717 -3.634 2.598

Forces on atoms 1 to 6 (eV/Å):
C 0.1 -0.1 1.2
C -1.2 0.7 -1.7
N -0.2 1.5 1.8
C 1.1 -0.7 -1.5
N -0.1 -1.8 1.2
C 0.5 1.2 0.7

Results
Kohn-Sham gap	7.6	eV
charge	+1
electronic energy	-2304.37194	Ha

Löwdin population analysis, charges in e, atoms 1 to 2: number 1, C, carries -0.100; number 2, C, carries -0.265